1.
{
  "formula": "C29H82O19",
  "method": "wB97M-V/def2-TZVPD",
  "largest_force_ha_per_bohr": 0.187,
  "lumo_energy_ev": 0.1,
  "gap_ha": 0.292,
  "de_lowest_kcal_mol": 637.4,
  "total_charge": 0,
  "mol_weight_g_mol": 735.0,
  "species": ["C", "C", "O", "O", "H", "H", "H", "H", "H", "H", "C", "C", "O", "O", "H", "H", "H", "H", "H", "H", "C", "C", "O", "O", "H", "H", "H", "H", "H", "H", "C", "C", "O", "O", "H", "H", "H", "H", "H", "H", "C", "C", "O", "O", "H", "H", "H", "H", "H", "H", "C", "C", "O", "O", "H", "H", "H", "H", "H", "H", "C", "C", "O", "O", "H", "H", "H", "H", "H", "H", "C", "C", "C", "O", "H", "H", "H", "H", "H", "H", "H", "H", "C", "C", "C", "O", "H", "H", "H", "H", "H", "H", "H", "H", "C", "C", "C", "O", "H", "H", "H", "H", "H", "H", "H", "H", "C", "C", "C", "O", "H", "H", "H", "H", "H", "H", "H", "H", "C", "C", "C", "O", "H", "H", "H", "H", "H", "H", "H", "H"],
  "coordinates": [[-1.1390, 3.4894, 4.9130], [0.0941, 3.4859, 4.0441], [1.2837, 3.1444, 4.6910], [-2.3251, 3.7637, 4.0814], [-0.9883, 4.4647, 5.8250], [-1.1850, 2.5263, 5.4280], [0.2746, 4.2849, 3.5388], [-0.1876, 2.8958, 3.2331], [1.3482, 2.2486, 4.7896], [-2.4513, 4.7031, 3.8565], [-4.0112, -3.8179, 0.5167], [-4.0427, -2.9416, 1.7379], [-2.8439, -3.4376, 2.5526], [-5.1111, -3.3792, -0.2437], [-3.9799, -4.9477, 0.8280], [-3.0970, -3.5174, -0.0717], [-4.8273, -3.0213, 2.3397], [-3.7740, -1.8623, 1.6408], [-2.1265, -3.0626, 2.0851], [-5.9516, -3.5795, 0.2253], [-5.4190, 3.6441, -1.1783], [-4.0836, 2.7966, -1.6269], [-3.3334, 2.6636, -0.4335], [-6.0265, 4.1951, -2.3385], [-5.0822, 4.2780, -0.5444], [-6.1535, 3.0368, -0.5680], [-3.4955, 3.4594, -2.2116], [-4.2371, 1.9464, -2.1358], [-3.7575, 2.1936, 0.2280], [-5.9229, 3.6128, -3.0341], [4.2934, -1.2510, -3.5198], [3.3132, -0.9994, -2.4165], [2.1489, -1.8983, -2.5655], [5.4651, -0.4398, -3.3405], [3.9131, -1.0039, -4.6688], [4.6969, -2.3400, -3.4852], [2.8341, -0.0322, -2.4729], [3.6095, -1.1229, -1.4505], [1.8352, -1.8175, -3.3948], [5.1349, 0.4040, -3.4090], [-1.2548, 0.2122, -5.6127], [-0.6396, 0.8969, -4.4111], [0.4638, 0.1251, -4.2431], [-2.5115, 0.8356, -5.9367], [-1.5106, -0.7917, -5.3349], [-0.7097, 0.0303, -6.5304], [-1.3701, 0.8875, -3.6254], [-0.2922, 1.8608, -4.5966], [0.1390, -0.7486, -4.2492], [-2.8351, 0.5709, -6.8211], [-3.9828, 0.7659, 2.9910], [-5.0832, 1.5943, 2.4204], [-5.1753, 1.1728, 1.0345], [-3.7201, 1.2743, 4.3224], [-3.1779, 0.6617, 2.4395], [-4.4342, -0.0663, 3.1338], [-4.7507, 2.6351, 2.1138], [-6.0598, 1.5348, 2.8092], [-5.7160, 0.4530, 0.7755], [-3.1707, 2.0308, 4.2485], [0.2912, -4.3159, 3.4167], [0.5675, -3.5331, 2.0533], [-0.3046, -2.5223, 1.7934], [1.3507, -5.0933, 3.7217], [-0.6790, -4.7951, 3.4179], [-0.0101, -3.6151, 4.3248], [0.5724, -4.2365, 1.3429], [1.5397, -3.1701, 2.1722], [0.2492, -1.7469, 1.2863], [1.0629, -5.4882, 4.6030], [3.9027, 0.9450, 2.1080], [3.5974, -0.4247, 2.5400], [4.5447, -0.8712, 3.7082], [2.2862, -0.6636, 3.0170], [4.8883, 1.2095, 1.7663], [3.7920, 1.6378, 2.9829], [3.3926, 1.4316, 1.4849], [3.7072, -1.0395, 1.7145], [5.4812, -0.8548, 3.4116], [4.1981, -1.8610, 4.1136], [4.4225, -0.2927, 4.6922], [1.8060, -0.9486, 2.3311], [-0.9032, -0.7912, -1.1380], [0.2007, 0.0515, -0.3477], [-0.4112, 1.0120, 0.7404], [1.3211, -0.7675, 0.1734], [-0.7343, -1.4292, -2.0743], [-1.6520, -0.0033, -1.5490], [-1.0575, -1.5581, -0.4306], [0.5125, 0.6462, -1.1328], [-1.0936, 0.5630, 1.4184], [-1.1361, 1.7328, 0.0863], [0.5739, 1.5798, 1.2996], [1.6038, -1.5018, -0.3552], [0.6522, -3.9807, -2.1969], [-0.8390, -3.5004, -2.5727], [-1.5968, -2.9159, -1.3781], [-0.6935, -2.4650, -3.5297], [1.3211, -4.1742, -3.0735], [0.5054, -4.9174, -1.7308], [1.0696, -3.3275, -1.5463], [-1.3956, -4.1558, -3.0378], [-2.6617, -2.4698, -1.5218], [-0.8772, -2.0193, -1.1196], [-1.7717, -3.6417, -0.4663], [-1.5944, -2.4315, -4.1080], [7.1834, -1.0067, -0.0080], [5.8999, -0.6334, 0.5909], [4.7786, -1.7632, 0.3333], [6.0100, -0.3287, 1.9328], [7.7781, -0.1080, -0.2147], [7.1937, -1.3956, -1.0853], [7.5216, -1.8342, 0.5576], [5.6013, 0.0736, -0.0672], [4.6560, -1.9765, -0.8859], [3.8376, -1.4891, 0.9879], [4.9768, -2.7944, 0.9121], [6.4344, 0.4634, 2.0643], [0.8183, 4.1534, -1.0046], [-0.2792, 4.0827, -2.0503], [-0.8825, 5.3708, -2.2799], [0.2217, 3.6213, -3.2781], [1.5456, 4.9145, -1.2642], [1.3856, 3.1764, -0.9440], [0.5197, 4.4924, -0.0844], [-1.1208, 3.5405, -1.7821], [-1.2481, 6.1549, -1.4271], [-1.4177, 5.3498, -3.1537], [0.0715, 6.0072, -2.7344], [-0.3879, 3.9419, -3.8992]],
  "forces_ev_per_angstrom": [[0.2, 4.5, 2.0], [-1.0, -3.8, 2.8], [-0.1, 3.3, -0.1], [0.9, -0.6, 0.8], [-0.6, -3.2, -2.6], [-0.7, 0.2, -0.1], [0.9, 6.0, -2.3], [-0.1, -2.2, -1.4], [0.3, -3.7, 0.4], [0.5, -0.6, 0.5], [0.3, 0.3, 0.6], [6.9, -0.2, 0.0], [-3.1, -0.1, 0.2], [-1.6, -0.7, -0.8], [-0.2, 2.0, -0.7], [-1.9, -1.0, 1.1], [-3.6, -0.6, 2.4], [-0.7, -0.7, -0.8], [1.7, 0.7, -0.5], [0.9, 0.1, -0.4], [-1.3, -6.6, -4.8], [-1.6, 4.3, 4.3], [2.5, 1.3, -2.1], [-0.4, 2.4, 2.6], [2.2, 5.0, 3.6], [0.7, 0.1, -0.9], [0.4, 0.7, -0.8], [-0.9, -3.4, -1.6], [-1.9, -1.8, 1.6], [0.3, -1.9, -2.1], [1.6, -1.1, -2.4], [-3.9, 0.0, -3.4], [3.3, 0.3, 4.7], [0.5, -3.1, 0.4], [0.3, -0.9, 3.0], [-1.0, 1.7, -0.2], [0.4, 0.9, -0.3], [1.0, -0.2, 1.8], [-1.8, 0.5, -4.4], [-0.7, 3.4, -0.2], [-2.7, 0.6, -1.0], [-1.0, -0.9, -2.4], [2.9, 0.2, 1.6], [-0.4, 0.2, -0.6], [0.0, -0.9, 0.7], [1.0, 0.8, 0.0], [-0.3, 0.1, 0.8], [0.1, 1.6, -0.3], [-0.2, -2.1, 0.4], [0.5, 0.1, 0.8], [-2.2, 6.1, 4.3], [1.8, 1.6, -4.2], [0.7, 0.7, -1.0], [-0.5, -1.8, -0.3], [3.9, -0.1, -3.0], [-2.3, -6.2, 1.1], [-0.5, -0.6, 1.8], [-0.8, 0.1, 1.3], [-0.9, -1.2, 0.3], [0.7, 1.4, -0.2], [-3.0, 4.2, 0.5], [0.0, -0.4, 4.6], [0.2, 4.1, -2.0], [0.7, -2.3, 2.3], [-0.2, -1.0, -0.9], [1.2, -0.2, -1.8], [0.0, -2.8, -3.1], [1.9, 0.6, 0.2], [-1.8, -2.5, 1.6], [1.2, 0.4, -1.7], [3.2, 0.8, 5.9], [0.2, 0.2, 4.2], [-5.9, -0.6, 3.5], [2.1, 2.3, 4.1], [-0.1, -0.3, 0.1], [0.0, -0.6, -0.1], [-5.3, 2.9, -5.5], [-0.4, 1.1, 2.9], [3.7, -0.6, -0.1], [0.5, 0.4, -0.9], [-0.1, 0.1, -1.6], [-3.0, -1.4, -4.0], [2.3, 9.3, 0.3], [-1.1, -0.8, -0.6], [2.1, 2.0, -2.1], [-1.4, 1.3, 1.4], [1.6, 3.5, 0.1], [0.4, -1.6, 1.5], [-2.5, 3.7, 4.7], [1.8, 1.7, -1.2], [-0.2, -0.7, 1.0], [2.1, -1.2, 1.7], [-3.2, -1.4, -1.5], [-0.1, -0.4, -1.3], [-3.3, -1.8, -2.9], [2.8, 1.9, 2.7], [-1.0, -5.7, 1.1], [-2.8, 1.3, -3.6], [-0.8, 0.5, 0.6], [0.0, -1.2, 0.8], [1.2, 1.7, 1.8], [-2.2, -4.4, -2.3], [1.9, -0.5, -0.5], [-1.5, -8.9, -2.3], [1.4, 0.9, -2.3], [3.2, -0.1, 2.1], [1.1, -0.8, -2.9], [-1.4, -3.9, -1.1], [0.5, -2.5, -0.3], [1.0, -3.1, -2.0], [0.6, -0.3, 1.1], [-1.0, 0.3, 1.3], [1.6, -0.4, 0.8], [-1.7, 3.5, -1.2], [0.9, 0.2, 4.1], [2.1, -2.5, -6.2], [0.3, 2.0, -1.5], [1.8, 2.8, 0.3], [1.6, -1.9, -2.3], [1.1, 0.1, 1.4], [3.7, 6.9, 1.1], [1.7, -0.9, 1.0], [0.3, 0.1, -0.7], [-0.7, 1.0, 0.2], [-1.3, 0.2, 2.4], [-1.2, -2.3, 1.2], [0.4, -2.6, -1.9], [-2.5, 0.1, -1.7], [-2.0, -1.0, 1.1], [-1.1, 0.5, -1.8]],
  "lowdin_charge": [-0.175, -0.285, 0.009, -0.110, 0.199, 0.114, 0.064, 0.090, 0.039, 0.106, -0.273, -0.152, -0.098, -0.086, 0.165, 0.046, 0.067, 0.124, -0.012, 0.102, -0.165, -0.156, -0.079, -0.035, 0.040, 0.126, 0.097, 0.075, -0.005, 0.036, -0.218, -0.201, -0.081, -0.058, 0.176, 0.150, 0.126, 0.019, 0.000, 0.033, -0.215, -0.246, -0.028, -0.080, 0.086, 0.131, 0.114, 0.091, 0.018, 0.094, -0.186, -0.145, -0.110, -0.030, 0.069, 0.057, 0.145, 0.118, 0.078, 0.004, -0.292, -0.241, -0.100, -0.056, 0.092, 0.153, 0.078, 0.095, 0.129, 0.136, -0.017, -0.429, -0.004, 0.016, 0.081, 0.123, 0.000, -0.011, -0.013, 0.099, 0.111, -0.034, -0.059, -0.334, -0.017, -0.054, 0.099, 0.161, 0.044, 0.083, 0.031, 0.110, 0.148, 0.064, 0.010, -0.382, -0.133, -0.138, 0.103, 0.066, 0.008, 0.074, 0.142, -0.103, 0.110, 0.185, -0.064, -0.484, -0.005, -0.100, 0.092, 0.106, 0.075, 0.097, 0.123, 0.030, 0.134, 0.079, -0.029, -0.558, -0.081, -0.017, 0.080, 0.097, 0.045, 0.090, 0.153, 0.034, 0.142, 0.052]
}

2.
{
  "formula": "C3H2OS3",
  "method": "wB97M-V/def2-TZVPD",
  "largest_force_ha_per_bohr": 0.050,
  "lumo_energy_ev": -1.8,
  "smiles": "S=C1OCSC1=S",
  "gap_ha": 0.264,
  "de_lowest_kcal_mol": 25.4,
  "total_charge": 0,
  "mol_weight_g_mol": 150.2,
  "species": ["C", "C", "C", "H", "H", "O", "S", "S", "S"],
  "coordinates": [[1.0879, -0.0048, -0.0145], [-1.0666, -0.8603, 0.0059], [0.3396, 1.2302, 0.0070], [-1.5586, -1.3292, -0.8528], [-1.4518, -1.3954, 0.8749], [0.3324, -1.0990, -0.0232], [2.7053, -0.1889, 0.0050], [-1.3512, 0.9083, 0.0035], [0.9629, 2.7391, -0.0057]],
  "forces_ev_per_angstrom": [[2.1, -1.4, 0.1], [-0.5, -1.1, -0.1], [-0.3, 2.2, -0.1], [0.4, 0.2, -0.1], [-0.1, 0.4, 0.2], [-0.8, -0.1, -0.2], [-0.4, 0.4, 0.0], [-0.2, 0.1, 0.2], [-0.2, -0.6, 0.0]],
  "lowdin_charge": [-0.951, -0.429, -1.152, 0.098, 0.101, -0.129, 0.775, 0.986, 0.700]
}

3.
{
  "formula": "C4H7NO",
  "method": "wB97M-V/def2-TZVPD",
  "largest_force_ha_per_bohr": 0.079,
  "lumo_energy_ev": [0.7, 0.2],
  "gap_ha": [0.292, 0.280],
  "de_lowest_kcal_mol": 124.1,
  "total_charge": 0,
  "mol_weight_g_mol": 85.1,
  "species": ["C", "C", "C", "C", "N", "O", "H", "H", "H", "H", "H", "H", "H"],
  "coordinates": [[-1.7473, 0.1664, 1.2469], [-1.1390, -1.8589, 0.6015], [-0.1454, 0.5260, -0.4926], [1.1696, 1.2903, -0.6983], [-1.5154, -1.0731, 1.5713], [-1.0516, 0.9230, 0.4049], [-2.0892, 0.8045, 2.1218], [-1.5600, -1.9048, -0.3930], [-0.7518, -2.8554, 0.9129], [-0.1081, -0.4304, -0.9925], [1.7219, 1.0030, -1.6718], [1.9031, 0.8417, 0.1450], [1.1917, 2.3922, -0.5351]],
  "forces_ev_per_angstrom": [[-0.5, 1.8, 3.6], [0.7, -3.0, 0.4], [1.6, 0.4, -1.2], [1.6, -1.2, 1.5], [-0.2, 0.3, -1.2], [0.8, 0.1, -0.9], [0.0, -0.5, -1.6], [0.1, 0.8, -0.2], [-0.1, 0.8, -0.2], [-0.9, -0.1, 0.3], [-1.3, 0.5, 1.4], [-1.3, 1.1, -1.6], [-0.4, -0.8, -0.3]],
  "lowdin_charge": [-0.253, -0.081, -0.187, -0.092, 0.003, -0.010, 0.143, 0.070, 0.068, 0.071, 0.089, 0.111, 0.068]
}

4.
{
  "formula": "C2H2IO2",
  "method": "wB97M-V/def2-TZVPD",
  "largest_force_ha_per_bohr": 0.066,
  "lumo_energy_ev": 3.2,
  "gap_ha": 0.238,
  "de_lowest_kcal_mol": 21.7,
  "total_charge": -1,
  "mol_weight_g_mol": 184.9,
  "species": ["C", "C", "O", "O", "I", "H", "H"],
  "coordinates": [[-0.7644, -1.0969, 0.3792], [0.2902, 0.8030, -0.1477], [0.0241, -1.9871, 0.2657], [-1.9548, -0.7684, 0.4791], [2.3866, 0.7050, 0.3896], [0.1383, 0.5518, -1.2737], [-0.1201, 1.7926, -0.0921]],
  "forces_ev_per_angstrom": [[-2.0, 1.8, -0.6], [-1.0, -2.7, -1.8], [-0.3, 0.5, 0.4], [2.7, -0.9, 0.0], [-0.4, 0.3, -0.3], [0.9, 0.3, 1.6], [0.1, 0.7, 0.7]],
  "lowdin_charge": [-0.594, -0.677, 0.003, -0.038, 0.418, -0.024, -0.088]
}

5.
{
  "formula": "C10H16",
  "method": "wB97M-V/def2-TZVPD",
  "largest_force_ha_per_bohr": 0.062,
  "lumo_energy_ev": 1.0,
  "smiles": "CCc1ccccc1.CC",
  "gap_ha": 0.366,
  "de_lowest_kcal_mol": 22.5,
  "total_charge": 0,
  "mol_weight_g_mol": 136.2,
  "species": ["C", "C", "C", "C", "C", "C", "C", "C", "H", "H", "H", "H", "H", "H", "H", "H", "H", "H", "C", "C", "H", "H", "H", "H", "H", "H"],
  "coordinates": [[-1.5361, 0.0141, 2.2512], [-1.2724, -1.0024, 3.3274], [-0.3460, 0.5869, 1.5182], [0.9287, 0.0684, 1.7503], [-0.4722, 1.4950, 0.4686], [2.0782, 0.3953, 0.9762], [0.5901, 1.8529, -0.3101], [1.8420, 1.2663, -0.0494], [-2.1922, -0.2667, 1.4090], [-2.1015, 0.8782, 2.6722], [-0.5584, -0.5981, 4.0508], [1.0511, -0.6209, 2.5616], [-1.4561, 1.9068, 0.2663], [3.0531, -0.0155, 1.1924], [0.4668, 2.7374, -0.9380], [2.5931, 1.7475, -0.7189], [-0.7308, -1.9065, 3.0279], [-2.1167, -1.3715, 3.9079], [0.6124, -0.9032, -3.9216], [-0.4931, -0.8423, -2.9319], [0.4570, -1.8361, -4.5034], [0.6024, -0.0384, -4.5702], [1.6423, -1.0670, -3.6027], [-1.4835, -0.5778, -3.3571], [-0.4967, -0.1271, -2.0848], [-0.6614, -1.7752, -2.3917]],
  "forces_ev_per_angstrom": [[-1.1, 1.6, -0.7], [1.0, -0.8, 0.6], [1.5, -1.1, -0.1], [0.7, 0.1, -0.3], [-1.2, -0.1, 0.3], [-1.8, -0.1, 0.5], [0.3, 0.2, 1.0], [0.7, 2.4, -2.0], [0.0, -0.7, 0.6], [0.3, -0.5, 0.1], [-0.2, 0.3, 0.1], [0.1, -0.3, 0.3], [0.0, 0.1, 0.0], [0.0, 0.0, 0.0], [0.3, -0.6, -0.4], [0.1, -1.1, 0.8], [-0.3, 0.1, -0.6], [-0.3, 0.4, -0.3], [0.4, -1.1, -1.0], [-1.9, 0.5, 2.1], [-0.1, 0.7, -0.2], [0.1, 0.1, -0.3], [-0.1, 0.4, 0.8], [0.6, -0.4, -0.4], [1.0, 0.1, -0.6], [0.1, -0.3, -0.3]],
  "lowdin_charge": [-0.218, -0.123, -0.234, -0.036, -0.080, -0.067, -0.110, -0.117, 0.118, 0.123, 0.076, 0.084, 0.115, 0.100, 0.109, 0.111, 0.075, 0.072, -0.179, -0.193, 0.073, 0.059, 0.062, 0.073, 0.046, 0.062]
}

6.
{
  "formula": "C17H19NO5",
  "method": "wB97M-V/def2-TZVPD",
  "largest_force_ha_per_bohr": 0.062,
  "lumo_energy_ev": -0.2,
  "smiles": "CCC1(CC)C(=O)NC=C(COC(=O)c2ccccc2O)C1=O",
  "gap_ha": 0.325,
  "de_lowest_kcal_mol": 54.6,
  "total_charge": 0,
  "mol_weight_g_mol": 317.3,
  "species": ["O", "O", "O", "O", "O", "C", "C", "C", "C", "C", "C", "C", "C", "C", "C", "C", "N", "C", "C", "C", "C", "C", "C", "H", "H", "H", "H", "H", "H", "H", "H", "H", "H", "H", "H", "H", "H", "H", "H", "H", "H", "H"],
  "coordinates": [[-1.7889, 0.9682, -1.2866], [-0.6677, -2.3149, 1.8080], [2.6826, 0.6051, 3.3047], [-3.0835, 2.3274, -3.0041], [-0.2868, -0.6538, -1.9706], [-1.1324, 0.4021, -2.1806], [0.1232, -1.3892, 1.7077], [1.8510, 0.1536, 2.5307], [1.2704, 0.1805, 0.2058], [0.3467, -0.8377, 0.3904], [-1.0578, 2.1889, -6.0610], [-0.0369, 1.2810, -5.6832], [-2.0958, 2.4732, -5.1477], [-0.0789, 0.7163, -4.4123], [-2.1106, 1.9119, -3.8619], [-1.1197, 1.0032, -3.5258], [2.0173, 0.6372, 1.2598], [-0.4636, -1.3885, -0.7499], [-0.9456, 1.1357, 3.0663], [2.1708, -3.0833, 3.2131], [-0.3012, -0.0648, 3.8377], [1.3387, -1.9507, 3.8669], [0.7277, -0.8277, 2.9755], [-2.8521, 1.9497, -2.1608], [1.4040, 0.5462, -0.7825], [-1.0030, 2.7215, -7.0434], [0.8127, 0.9931, -6.3442], [-2.8184, 3.2647, -5.4060], [0.7355, 0.0133, -4.2035], [2.8577, 1.1232, 1.1691], [-1.5174, -1.3514, -0.4315], [-0.2682, -2.4408, -0.8684], [-1.7738, 1.5047, 3.6872], [-0.2794, 1.9656, 2.8616], [-1.3267, 0.8348, 2.0872], [3.1602, -2.7108, 2.9767], [1.7712, -3.5404, 2.3150], [2.2558, -3.8575, 3.9979], [-1.1382, -0.7673, 4.1140], [0.1719, 0.2792, 4.7709], [1.9353, -1.5136, 4.6383], [0.5140, -2.4879, 4.3396]],
  "forces_ev_per_angstrom": [[1.0, -2.0, -0.8], [-0.1, -0.3, 0.1], [-0.5, -0.7, 0.7], [0.3, 0.2, -1.9], [-1.0, 0.4, -0.3], [-0.1, 1.4, 1.6], [-1.5, -0.9, 0.3], [1.3, 0.8, 1.9], [-1.7, -2.6, 0.8], [2.1, 2.3, -0.8], [0.0, 0.0, 0.4], [0.0, 0.2, -0.1], [0.7, 0.6, -1.0], [0.3, -0.2, -1.3], [-0.9, 1.1, -0.5], [1.0, -1.2, 0.5], [-2.3, -1.3, -0.8], [-1.1, 0.7, 1.3], [-0.2, -0.6, 0.7], [0.1, 0.5, 0.7], [-1.1, 0.5, -0.7], [-0.6, -1.2, -1.1], [1.7, 0.4, -0.5], [0.2, -0.4, 1.3], [0.5, 0.6, -0.5], [-0.2, -0.6, 1.0], [-0.9, 0.5, 0.4], [0.2, -0.7, 0.3], [-0.6, 0.2, 0.5], [1.3, 1.1, -0.4], [0.2, 0.1, -0.3], [0.4, -0.3, -0.7], [0.1, 0.1, -0.4], [0.4, 0.1, 0.3], [-0.2, -0.2, 0.2], [0.4, -0.1, -0.1], [-0.4, 0.1, 0.0], [0.2, 0.2, -0.5], [1.0, 0.5, -0.3], [0.0, -0.2, -0.4], [0.3, 0.5, 0.5], [-0.3, 0.5, 0.0]],
  "lowdin_charge": [0.087, 0.103, 0.084, 0.087, 0.005, -0.346, -0.339, -0.368, 0.038, -0.106, -0.060, -0.091, -0.003, -0.029, -0.248, -0.086, 0.132, -0.106, -0.065, -0.073, -0.146, -0.165, -0.294, 0.047, 0.128, 0.116, 0.111, 0.124, 0.122, 0.139, 0.140, 0.135, 0.077, 0.071, 0.072, 0.067, 0.067, 0.083, 0.137, 0.126, 0.107, 0.116]
}